1.
Molecular formula: C42H56KN4O7P
Method: DFT, ωB97M-V/def2-TZVPD

XYZ file:
```
111
Properties=species:S:1:pos:R:3
K -0.5620 -1.8378 -0.7802
O -1.5405 -3.4221 0.5856
C -2.5003 -3.8096 1.3335
C -3.0849 -5.1078 1.2373
C -4.1270 -5.5098 2.0447
C -4.6699 -4.6511 3.0018
C -4.1346 -3.3755 3.1186
C -3.0824 -2.9499 2.3194
C -2.4686 -1.6200 2.4900
N -2.9818 -0.4699 2.3310
C -4.3485 -0.3624 1.8523
C -4.4016 -0.4591 0.3161
N -3.6452 0.5515 -0.4125
C -3.8808 1.7711 -0.1281
C -3.2541 2.9509 -0.6833
C -3.6182 4.1838 -0.1253
C -3.0851 5.3851 -0.5395
C -2.1383 5.3691 -1.5768
C -1.7530 4.1902 -2.1573
C -2.2744 2.9062 -1.7518
O -1.8676 1.8444 -2.2904
H -2.6669 -5.7863 0.5006
H -4.5318 -6.5111 1.9315
H -5.4778 -4.9739 3.6479
H -4.5352 -2.6968 3.8672
H -1.4040 -1.6224 2.7497
H -4.7343 0.6074 2.1752
H -5.0093 -1.1439 2.2404
H -5.4614 -0.4319 0.0263
H -4.0078 -1.4403 0.0396
H -4.6273 2.0095 0.6504
H -4.3474 4.1803 0.6823
H -3.3885 6.3178 -0.0792
H -1.7121 6.3076 -1.9197
H -1.0282 4.1792 -2.9646
N 2.4127 -4.3095 -1.9423
C 1.8416 -4.8169 -0.7967
N 0.4875 -5.0714 -0.8878
O 2.5071 -5.0900 0.2012
H 1.8083 -3.7001 -2.5039
H 3.3539 -3.9801 -1.8175
H 0.0005 -4.5707 -1.6270
H -0.0225 -5.0002 -0.0162
O -1.7436 -0.5151 -2.3676
C -2.5652 -1.3666 -3.0100
C -3.9536 -1.2449 -2.9984
C -4.7486 -2.1859 -3.6358
C -4.1711 -3.2499 -4.3114
C -2.7848 -3.3413 -4.3698
C -1.9773 -2.4105 -3.7403
C -0.4556 -2.5169 -3.8539
O 0.0400 -2.4279 -4.9826
O 0.1515 -2.7156 -2.7586
H -2.2078 0.2206 -1.9023
H -4.3984 -0.4072 -2.4736
H -5.8272 -2.0835 -3.6004
H -4.7923 -3.9970 -4.7910
H -2.3155 -4.1454 -4.9246
O 0.9681 -0.5280 0.0776
P 1.7251 0.7457 0.1942
C 3.1774 0.3137 1.2738
C 4.3496 1.2580 1.5231
C 5.1592 0.7652 2.7383
C 5.1711 -0.7698 2.8389
C 5.0639 -1.3951 1.4505
C 3.6921 -1.0783 0.8364
C 1.9597 1.4225 -1.5047
C 2.3456 2.8881 -1.6833
C 3.8463 3.1194 -1.5228
C 4.6281 2.2423 -2.5016
C 4.2927 0.7650 -2.2858
C 2.7900 0.5115 -2.4142
C 0.7350 2.0307 1.0462
C -0.0958 1.3724 2.1566
C -0.7696 2.4581 2.9867
C 0.2705 3.2910 3.7622
C 1.6419 3.2656 3.0695
C 1.4792 3.2866 1.5503
H 2.6403 0.1949 2.2247
H 4.0136 2.2793 1.7078
H 4.9960 1.2823 0.6429
H 4.7346 1.1877 3.6536
H 6.1835 1.1414 2.6582
H 4.3232 -1.1135 3.4379
H 6.0763 -1.1051 3.3515
H 5.1946 -2.4770 1.5012
H 5.8687 -1.0010 0.8196
H 2.9672 -1.8354 1.1300
H 3.7579 -1.1302 -0.2524
H 0.9019 1.3220 -1.7911
H 1.7751 3.5246 -1.0056
H 2.0550 3.1728 -2.7006
H 4.1452 2.8685 -0.5003
H 4.0834 4.1755 -1.6838
H 5.7040 2.4083 -2.3858
H 4.3592 2.5241 -3.5256
H 4.6369 0.4706 -1.2899
H 4.8295 0.1486 -3.0121
H 2.5449 -0.5338 -2.2097
H 2.4905 0.7029 -3.4495
H 0.0400 2.3161 0.2501
H 0.5291 0.7473 2.8064
H -0.8487 0.7238 1.7162
H -1.4918 2.0036 3.6666
H -1.3336 3.1023 2.3052
H 0.3764 2.9137 4.7837
H -0.0722 4.3272 3.8387
H 2.1885 2.3628 3.3600
H 2.2423 4.1219 3.3911
H 2.4595 3.3837 1.0765
H 0.9099 4.1787 1.2703
```

Calculated values
LUMO level: 3.83 eV
E: -3321.25770 hartree
net charge: -2
E_HOMO: -0.0844 hartree



2.
Molecular formula: C42H56N7Si4Ti
Method: DFT, ωB97M-V/def2-TZVPD

XYZ file:
```
110
Properties=species:S:1:pos:R:3
Ti 0.3248 -0.5443 -0.0580
C -2.6236 0.3143 -0.3435
N -1.4455 1.1580 -0.0966
C -1.1230 1.8990 -1.3262
C -0.4809 1.0481 -2.3896
C -0.7175 1.3108 -3.7322
C -0.0774 0.5549 -4.7032
C 0.7893 -0.4473 -4.2820
C 0.9919 -0.6374 -2.9310
N 0.3847 0.0995 -1.9822
C -1.7468 2.1543 0.9404
C -2.1842 1.6866 2.3122
C -2.0690 2.5914 3.3668
C -2.6026 2.2574 4.5988
C -3.2141 1.0211 4.7493
C -3.2497 0.1769 3.6536
N -2.7589 0.5014 2.4653
C -2.3092 -0.8115 -1.2769
C -3.1439 -1.0966 -2.3471
C -2.8589 -2.1678 -3.1800
C -1.7278 -2.9254 -2.9025
C -0.9428 -2.5873 -1.8176
N -1.2094 -1.5467 -1.0048
H -3.4532 0.9165 -0.7429
H -2.9321 -0.0985 0.6294
H -0.4264 2.7087 -1.0766
H -2.0286 2.3746 -1.7357
H -1.3934 2.1036 -4.0150
H -0.2428 0.7512 -5.7498
H 1.3225 -1.0512 -4.9973
H 1.6987 -1.3733 -2.5692
H -2.5622 2.8063 0.5779
H -0.8639 2.7885 1.0732
H -1.5956 3.5488 3.2133
H -2.5537 2.9532 5.4212
H -3.6620 0.7321 5.6858
H -3.7029 -0.8040 3.7120
H -4.0134 -0.4818 -2.5188
H -3.5001 -2.4027 -4.0139
H -1.4633 -3.7741 -3.5122
H -0.0751 -3.1843 -1.5645
C 3.2674 2.4024 -3.3422
C 2.6670 3.5229 -2.7860
C 2.1121 3.4065 -1.5252
C 2.1983 2.1814 -0.8547
N 2.7142 1.0855 -1.4168
C 3.2322 1.2124 -2.6342
C 1.7767 2.0785 0.5522
C 2.0424 3.1689 1.3622
C 1.7300 3.1217 2.7209
C 1.1453 1.9781 3.2051
C 0.8455 0.9147 2.3356
N 1.1859 0.9428 1.0032
C 0.1196 -0.2472 2.7608
C -0.2332 -0.5123 4.0969
C -0.9732 -1.6238 4.4006
C -1.3972 -2.4497 3.3457
C -0.9964 -2.1616 2.0670
N -0.2221 -1.1044 1.7516
H 3.7514 2.4479 -4.3045
H 2.6602 4.4696 -3.3058
H 1.6173 4.2505 -1.0678
H 3.6716 0.3230 -3.0601
H 2.5210 4.0411 0.9517
H 1.9402 3.9629 3.3596
H 0.8853 1.9160 4.2487
H 0.0691 0.1599 4.8822
H -1.2318 -1.8550 5.4214
H -2.0204 -3.3037 3.5498
H -1.3032 -2.7939 1.2382
C 4.3730 -5.1791 -1.5731
Si 3.1934 -3.6955 -1.8070
C 2.0512 -4.1865 -3.2729
C 4.3057 -2.2194 -2.3095
Si 1.8954 -2.8598 0.1508
Si 0.7454 -5.1232 0.8132
C 0.0638 -5.2831 2.5950
C -0.6771 -5.5786 -0.3904
C 2.0791 -6.4726 0.6401
Si 3.6218 -2.0467 1.7426
C 4.4026 -0.4053 1.1497
C 4.9787 -3.3828 1.7955
C 2.8673 -1.8877 3.4929
H 5.2881 -5.0293 -2.1417
H 3.9322 -6.1055 -1.9258
H 4.6634 -5.3328 -0.5399
H 2.6522 -4.4048 -4.1511
H 1.3290 -3.4286 -3.5604
H 1.4983 -5.0919 -3.0449
H 4.3547 -2.1054 -3.3883
H 5.3224 -2.3721 -1.9659
H 3.9645 -1.2865 -1.8729
H -1.0141 -5.1668 2.6212
H 0.4968 -4.5567 3.2744
H 0.2849 -6.2673 3.0004
H -1.5436 -4.9302 -0.2994
H -1.0172 -6.5910 -0.1908
H -0.3570 -5.5585 -1.4265
H 2.9852 -6.2177 1.1783
H 2.3473 -6.6588 -0.3922
H 1.7207 -7.4143 1.0492
H 5.1619 -0.5856 0.3946
H 4.8855 0.1186 1.9711
H 3.6638 0.2628 0.7112
H 5.4355 -3.5405 0.8248
H 4.6018 -4.3376 2.1475
H 5.7708 -3.0823 2.4758
H 2.4145 -0.9152 3.6519
H 3.6241 -2.0199 4.2609
H 2.1046 -2.6420 3.6648
```

Calculated values
2S+1: 2
LUMO level (alpha / beta): -6.35 / -6.39 eV
E: -4024.43911 hartree
net charge: +2
E_HOMO (alpha / beta): -0.4340 / -0.4315 hartree



3.
Molecular formula: C42H57BF3N8O3S4W
Method: DFT, ωB97M-V/def2-TZVPD

XYZ file:
```
119
Properties=species:S:1:pos:R:3
W -1.7395 0.9964 -0.3683
C 2.0551 -1.5674 4.0260
C 1.4640 -1.8452 2.6776
C 1.0406 -3.0925 2.3434
C 0.4501 -3.3116 1.0935
N 0.3513 -2.3411 0.2171
N 0.7486 -1.1047 0.5109
B 0.3632 -0.0687 -0.6334
N 1.5207 1.0092 -0.7916
N 2.7430 0.4602 -0.8904
C 3.7904 1.2291 -1.0206
C 3.6291 2.6247 -1.1931
C 2.4047 3.1939 -1.0763
C 2.1812 4.6707 -1.2139
C 1.3085 2.3353 -0.7798
S -0.1854 3.0056 -0.2965
C 5.1820 0.6047 -0.9685
C 5.8464 0.7432 -2.3455
C 6.0076 1.3721 0.0759
C 5.1184 -0.8701 -0.5537
N 0.4461 -0.8832 -2.0361
N 1.3217 -1.8761 -2.2176
C 1.3389 -2.5286 -3.3514
C 0.3650 -2.2669 -4.3397
C -0.4263 -1.1634 -4.2278
C -1.4295 -0.7533 -5.2645
C -0.2823 -0.4006 -3.0420
S -0.9178 1.1782 -2.8504
C 2.5151 -3.4704 -3.6030
C 2.8935 -4.2544 -2.3434
C 3.6870 -2.5593 -4.0115
C 2.2259 -4.4503 -4.7429
C 1.2785 -0.7953 1.7289
S 1.6470 0.8175 2.1732
C -0.1408 -4.6715 0.7545
C -0.8111 -4.6659 -0.6204
C -1.2029 -5.0032 1.8193
C 0.9771 -5.7252 0.7991
H 2.2050 -2.4960 4.5770
H 3.0050 -1.0421 3.9399
H 1.3864 -0.9239 4.5954
H 1.1251 -3.9035 3.0585
H 4.4928 3.2460 -1.4083
H 3.0803 5.1691 -1.5725
H 1.3557 4.8648 -1.9011
H 1.8942 5.1023 -0.2511
H 5.9230 1.7924 -2.6486
H 6.8555 0.3256 -2.3151
H 5.2784 0.2122 -3.1114
H 6.1897 2.4076 -0.2238
H 5.4959 1.3778 1.0430
H 6.9768 0.8855 0.2048
H 4.4003 -1.4268 -1.1532
H 6.1059 -1.3238 -0.6653
H 4.8107 -0.9600 0.4935
H 0.2571 -2.9271 -5.1929
H -1.4810 -1.4869 -6.0694
H -2.4147 -0.6481 -4.8058
H -1.1681 0.2196 -5.6873
H 2.9394 -3.5963 -1.4727
H 2.1606 -5.0418 -2.1527
H 3.8696 -4.7259 -2.4806
H 3.9239 -1.8747 -3.1973
H 4.5735 -3.1605 -4.2365
H 3.4339 -1.9710 -4.8985
H 1.3193 -5.0350 -4.5524
H 2.1219 -3.9402 -5.7052
H 3.0619 -5.1470 -4.8318
H -1.6688 -3.9894 -0.6335
H -0.1200 -4.3415 -1.3971
H -1.1597 -5.6760 -0.8513
H -1.9359 -4.1952 1.9015
H -1.7313 -5.9152 1.5303
H -0.7575 -5.1733 2.8051
H 1.7643 -5.4968 0.0776
H 1.4326 -5.7885 1.7926
H 0.5625 -6.7080 0.5591
C -1.9320 4.9094 4.9034
C -2.4038 3.4733 5.0858
N -1.6341 2.5272 4.2596
C -0.4665 1.9432 4.9243
C -0.8500 0.7892 5.8448
C -2.0463 2.2558 3.0149
S -1.2671 0.9156 2.1582
N -3.0955 2.9540 2.5997
C -3.8151 2.6318 1.5319
O -3.5105 1.7856 0.6532
C -5.1143 3.3261 1.3559
C -6.0165 2.8368 0.4145
C -7.2403 3.4599 0.2341
C -7.5663 4.5780 0.9916
C -6.6708 5.0665 1.9356
C -5.4487 4.4414 2.1222
H -2.5248 5.5737 5.5345
H -2.0461 5.2154 3.8627
H -0.8820 5.0219 5.1872
H -3.4504 3.3863 4.8244
H -2.2789 3.1616 6.1219
H 0.0055 2.7411 5.4979
H 0.2411 1.6131 4.1794
H -1.6053 1.0964 6.5699
H 0.0247 0.4505 6.4032
H -1.2509 -0.0454 5.2662
H -5.7563 1.9462 -0.1471
H -7.9463 3.0736 -0.4913
H -8.5229 5.0660 0.8496
H -6.9288 5.9358 2.5279
H -4.7369 4.8140 2.8467
C -4.7568 2.8684 -2.9593
O -3.5716 3.0515 -2.1348
C -3.0504 2.0008 -1.6128
O -3.4650 0.8318 -1.6833
H -5.3314 3.7799 -2.8567
H -5.3223 2.0067 -2.6247
H -4.4390 2.7264 -3.9882
F -3.8229 -0.9732 0.2720
C -2.4886 -0.9792 0.0011
F -2.3694 -1.7912 -1.1061
F -1.9757 -1.7263 1.0299
```

Calculated values
2S+1: 3
LUMO level (alpha / beta): -2.64 / -4.79 eV
E: -4282.57893 hartree
net charge: +1
E_HOMO (alpha / beta): -0.3776 / -0.3782 hartree



4.
Molecular formula: C42H57BN5O2SbTi
Method: DFT, ωB97M-V/def2-TZVPD

XYZ file:
```
109
Properties=species:S:1:pos:R:3
Ti 0.2107 -0.2356 0.2424
C -2.2620 4.9772 -2.4949
C -1.8197 3.5722 -2.2141
C -2.7611 2.5600 -1.9944
C -2.3618 1.2809 -1.6891
C -1.0043 0.9501 -1.6243
N -0.6076 -0.3995 -1.3702
C -0.5010 -1.3436 -2.4020
C -1.0582 -1.0973 -3.6570
C -0.9248 -1.9986 -4.6921
C -0.1904 -3.1694 -4.5287
C -0.0364 -4.1522 -5.6539
C 0.4081 -3.3927 -3.2983
C 0.2540 -2.5170 -2.2280
N 0.9211 -2.8510 -0.9959
C 1.3919 -4.0798 -0.6861
C 2.2329 -3.9757 0.3963
C 2.2338 -2.6204 0.7087
N 1.4561 -1.9345 -0.1308
C -0.0590 1.9626 -1.8431
C -0.4724 3.2581 -2.1191
N 1.3288 1.6880 -1.7324
C 2.3712 2.3315 -2.3010
C 3.5231 1.8158 -1.7554
C 3.0940 0.8475 -0.8444
N 1.7680 0.7693 -0.8441
H -3.1291 4.9886 -3.1540
H -1.4683 5.5639 -2.9534
H -2.5521 5.4703 -1.5646
H -3.8166 2.7944 -2.0592
H -3.0881 0.4964 -1.5185
H -1.6103 -0.1797 -3.8110
H -1.3794 -1.7794 -5.6507
H 0.1418 -3.6405 -6.5993
H -0.9469 -4.7435 -5.7690
H 0.7886 -4.8403 -5.4757
H 1.0438 -4.2625 -3.1991
H 1.0893 -4.9488 -1.2440
H 2.7605 -4.7713 0.8945
H 2.7479 -2.1061 1.5068
H 0.2687 4.0406 -2.2281
H 2.2170 3.0801 -3.0601
H 4.5364 2.0891 -1.9944
H 3.6786 0.1994 -0.2125
C -3.0896 -3.9701 3.0638
C -2.3488 -3.3437 1.8761
C -3.3262 -2.9722 0.7577
C -1.3439 -4.3446 1.3114
Sb -1.3092 -1.5021 2.4487
C -2.8775 -0.0326 2.9012
C -3.2682 0.6085 1.5710
C -4.1121 -0.6397 3.5633
C -2.2904 1.0450 3.8153
C -0.2161 -1.8531 4.3143
C -1.1608 -2.0368 5.5005
C 0.6114 -3.1294 4.1458
C 0.7195 -0.6657 4.5363
H -3.9104 -4.5903 2.6926
H -3.5177 -3.2432 3.7491
H -2.4259 -4.6204 3.6358
H -3.8029 -3.8865 0.3906
H -2.8175 -2.5020 -0.0898
H -4.1201 -2.3065 1.0966
H -1.8772 -5.2626 1.0428
H -0.5574 -4.6121 2.0151
H -0.8808 -3.9571 0.4042
H -3.6595 -0.1175 0.8551
H -2.4270 1.1380 1.1178
H -4.0483 1.3566 1.7488
H -4.5915 -1.4004 2.9483
H -4.8445 0.1584 3.7236
H -3.8885 -1.0745 4.5377
H -1.3451 1.4481 3.4447
H -2.1345 0.6885 4.8323
H -2.9973 1.8800 3.8690
H -1.7518 -2.9457 5.4073
H -1.8398 -1.1955 5.6374
H -0.5656 -2.1244 6.4149
H -0.0215 -4.0090 4.0328
H 1.2194 -3.2801 5.0428
H 1.2922 -3.0754 3.2918
H 0.1832 0.2679 4.7007
H 1.4026 -0.5184 3.6936
H 1.3269 -0.8590 5.4269
C 1.2972 7.5620 4.7274
C 0.1017 6.5994 4.7815
C -1.0914 7.2850 4.1127
C -0.2621 6.3099 6.2462
C 0.4685 5.2827 4.0963
C 1.5833 4.5627 4.5491
C 1.9811 3.3508 3.9994
C 1.2091 2.8687 2.9672
O 1.3468 1.6983 2.2260
B 0.2646 1.6953 1.3613
O -0.4875 2.8393 1.4781
C 0.1082 3.5604 2.5075
C -0.2887 4.7655 3.0437
H 1.0322 8.5058 5.2075
H 1.5810 7.7732 3.6939
H 2.1704 7.1631 5.2461
H -1.2890 8.2332 4.6129
H -2.0007 6.6829 4.1851
H -0.8946 7.5029 3.0599
H -0.5436 7.2363 6.7515
H 0.5765 5.8750 6.7927
H -1.1049 5.6178 6.3088
H 2.1656 4.9617 5.3698
H 2.8476 2.8167 4.3673
H -1.1604 5.2740 2.6570
```

Calculated values
LUMO level: -6.23 eV
E: -3173.04741 hartree
net charge: +2
E_HOMO: -0.4712 hartree



The records above give, respectively, relative energy (zero: lowest compared OMol25 entry of this formula, charge and spin) values of 34.3; 52.1; 36.1; 8.6 kcal/mol.